1.
{"formula": "C4H7NO", "method": "ωB97M-V/def2-TZVPD", "elements": ["O", "C", "C", "N", "C", "C", "H", "H", "H", "H", "H", "H", "H"], "positions_angstrom": [[-3.044, -0.104, 1.108], [-1.891, -0.410, 0.943], [-0.758, 0.539, 0.553], [0.230, -0.291, -0.095], [0.868, -0.077, -1.360], [1.657, -0.170, -0.091], [-1.532, -1.456, 1.044], [-0.366, 0.996, 1.473], [-1.160, 1.350, -0.069], [0.828, 0.901, -1.843], [0.792, -0.919, -2.047], [2.180, -1.086, 0.179], [2.137, 0.740, 0.274]], "homo_lumo_gap_ev": 10.28, "relative_energy_kcal_mol": 61.1, "smiles": "O=CCN1CC1", "e_tot_ev": -7796.9961}

2.
{"formula": "C4H7NO", "method": "ωB97M-V/def2-TZVPD", "elements": ["C", "O", "C", "C", "C", "N", "H", "H", "H", "H", "H", "H", "H"], "positions_angstrom": [[0.346, -0.411, 1.828], [0.056, 0.557, 0.840], [-0.427, 0.044, -0.375], [-0.265, 1.136, -1.423], [0.300, -1.184, -0.793], [0.848, -2.159, -1.085], [1.266, -0.953, 1.577], [-0.470, -1.138, 1.946], [0.490, 0.131, 2.764], [-1.485, -0.248, -0.270], [-0.805, 2.029, -1.096], [0.795, 1.383, -1.520], [-0.650, 0.812, -2.394]], "homo_lumo_gap_ev": 11.55, "relative_energy_kcal_mol": 35.2, "smiles": "CO[C@@H](C)C#N", "e_tot_ev": -7798.1185}

3.
{"formula": "C4H7NO", "method": "ωB97M-V/def2-TZVPD", "elements": ["C", "C", "O", "C", "C", "N", "H", "H", "H", "H", "H", "H", "H"], "positions_angstrom": [[1.851, -0.613, 0.492], [0.749, 0.035, 0.097], [0.720, 1.388, 0.293], [-0.504, -0.540, -0.447], [-1.794, -0.018, 0.095], [-1.417, 0.225, -1.289], [2.163, -1.581, 0.137], [2.440, -0.140, 1.277], [1.671, 1.565, 0.363], [-0.437, -1.600, -0.677], [-1.750, 0.811, 0.799], [-2.622, -0.708, 0.246], [-1.070, 1.176, -1.385]], "homo_lumo_gap_ev": 9.62, "relative_energy_kcal_mol": 60.5, "smiles": "C=C(O)[C@H]1CN1", "e_tot_ev": -7797.0213}

4.
{"formula": "C4H7NO", "method": "ωB97M-V/def2-TZVPD", "elements": ["C", "C", "N", "C", "C", "O", "H", "H", "H", "H", "H", "H", "H"], "positions_angstrom": [[-1.772, 1.027, 0.088], [-0.627, 0.113, -0.142], [-0.502, -1.138, 0.114], [0.847, -1.401, 0.313], [1.551, -0.360, -0.491], [0.707, 0.742, 0.068], [-1.740, 1.441, 1.107], [-2.687, 0.441, -0.019], [-1.788, 1.859, -0.620], [0.923, 0.186, 1.060], [1.163, -2.439, 0.355], [1.333, -0.337, -1.571], [2.591, -0.132, -0.261]], "homo_lumo_gap_ev": 8.70, "relative_energy_kcal_mol": 110.3, "e_tot_ev": -7794.8629}

5.
{"formula": "C4H7NO", "method": "ωB97M-V/def2-TZVPD", "elements": ["C", "C", "N", "C", "C", "O", "H", "H", "H", "H", "H", "H", "H"], "positions_angstrom": [[-1.515, 0.799, 0.982], [-0.878, 0.184, -0.261], [0.409, 0.820, -0.491], [1.492, 0.166, -0.580], [1.724, -1.316, -0.512], [2.849, -1.758, -0.571], [-2.542, 0.441, 1.107], [-1.529, 1.889, 0.896], [-0.947, 0.536, 1.880], [-0.843, -0.909, -0.165], [-1.496, 0.415, -1.136], [2.420, 0.725, -0.732], [0.855, -1.992, -0.417]], "homo_lumo_gap_ev": 9.37, "relative_energy_kcal_mol": 42.5, "smiles": "CC/N=C\\C=O", "e_tot_ev": -7797.7999}

6.
{"formula": "C4H7NO", "method": "ωB97M-V/def2-TZVPD", "elements": ["C", "C", "C", "N", "C", "O", "H", "H", "H", "H", "H", "H", "H"], "positions_angstrom": [[-0.116, -0.026, 1.461], [0.611, 0.546, 0.270], [1.063, -0.263, -0.885], [-0.060, 0.642, -1.039], [-1.302, 0.031, -1.250], [-1.456, -1.101, -1.644], [-0.723, 0.750, 1.938], [0.596, -0.384, 2.211], [-0.773, -0.857, 1.184], [1.220, 1.415, 0.509], [1.955, 0.047, -1.423], [0.816, -1.320, -0.928], [-2.157, 0.709, -1.101]], "homo_lumo_gap_ev": 10.85, "relative_energy_kcal_mol": 40.7, "smiles": "C[C@H]1CN1C=O", "e_tot_ev": -7797.8788}

Question: Number 3 is which compound?
Answer: C4H7NO

Copy entry 4 word for word.
{"formula": "C4H7NO", "method": "ωB97M-V/def2-TZVPD", "elements": ["C", "C", "N", "C", "C", "O", "H", "H", "H", "H", "H", "H", "H"], "positions_angstrom": [[-1.772, 1.027, 0.088], [-0.627, 0.113, -0.142], [-0.502, -1.138, 0.114], [0.847, -1.401, 0.313], [1.551, -0.360, -0.491], [0.707, 0.742, 0.068], [-1.740, 1.441, 1.107], [-2.687, 0.441, -0.019], [-1.788, 1.859, -0.620], [0.923, 0.186, 1.060], [1.163, -2.439, 0.355], [1.333, -0.337, -1.571], [2.591, -0.132, -0.261]], "homo_lumo_gap_ev": 8.70, "relative_energy_kcal_mol": 110.3, "e_tot_ev": -7794.8629}

Repeat the third record exactly.
{"formula": "C4H7NO", "method": "ωB97M-V/def2-TZVPD", "elements": ["C", "C", "O", "C", "C", "N", "H", "H", "H", "H", "H", "H", "H"], "positions_angstrom": [[1.851, -0.613, 0.492], [0.749, 0.035, 0.097], [0.720, 1.388, 0.293], [-0.504, -0.540, -0.447], [-1.794, -0.018, 0.095], [-1.417, 0.225, -1.289], [2.163, -1.581, 0.137], [2.440, -0.140, 1.277], [1.671, 1.565, 0.363], [-0.437, -1.600, -0.677], [-1.750, 0.811, 0.799], [-2.622, -0.708, 0.246], [-1.070, 1.176, -1.385]], "homo_lumo_gap_ev": 9.62, "relative_energy_kcal_mol": 60.5, "smiles": "C=C(O)[C@H]1CN1", "e_tot_ev": -7797.0213}